# 1
Below is 2 unconnected molecules or ions with the total composition C4H12N2O2 at a distorted geometry, with properties calculated with ωB97M-V/def2-TZVPD.

**Energy**: -419.44291 a.u.
**Kohn-Sham gap**: 0.32667 hartree
**Relative energy (zero: lowest compared OMol25 entry of this formula, charge and spin)**: 539.7 kJ/mol

XYZ file:
```
20
C4H12N2O2, DFT ωB97M-V/def2-TZVPD
C -0.5493 0.8878 1.0006
N -1.7822 0.6325 1.7360
C -0.2045 -0.1465 -0.0984
C -1.2883 -0.3480 -1.2154
O -2.5548 -0.0818 -0.7977
N 1.0535 0.2345 -0.7341
C 2.2487 -0.1013 -0.0015
O 2.3866 -1.4886 0.3025
H -0.5904 1.8891 0.5218
H 0.2604 0.9435 1.7344
H -2.4959 0.3564 1.0781
H -1.6265 -0.1193 2.3948
H -0.1150 -1.1247 0.3914
H -0.9844 0.2341 -2.1209
H -1.1472 -1.4010 -1.5420
H -1.7713 1.0714 -0.9484
H 1.1314 -0.1456 -1.6700
H 3.1066 0.2955 -0.5417
H 2.2049 0.3700 0.9769
H 2.7176 -1.9581 -0.4663
```



# 2
Below is 3 unconnected molecules or ions with the total composition C4H12N2O2 at a distorted geometry, with properties calculated with ωB97M-V/def2-TZVPD.

**Energy**: -419.35701 a.u.
**Kohn-Sham gap (spin up / spin down)**: 0.24617 / 0.24606 hartree
**Relative energy (zero: lowest compared OMol25 entry of this formula, charge and spin)**: 765.3 kJ/mol

XYZ file:
```
20
C4H12N2O2, DFT ωB97M-V/def2-TZVPD
C -2.0058 -1.4158 0.5780
C -0.3712 -0.0699 -1.4576
C -0.5080 0.3868 -0.0307
O -1.4961 -0.0922 0.7532
N -0.3165 1.7060 0.1763
H -0.6346 2.0489 1.0713
H -2.7725 -1.5243 1.3407
H -1.2381 -2.1686 0.7577
H -2.4499 -1.5429 -0.4124
H -1.1825 0.3502 -2.0600
H 0.5783 0.3187 -1.8294
H -0.4126 -1.1509 -1.5405
C 1.2483 -0.7669 0.8072
N 2.1109 1.9864 -0.2657
O 2.3876 1.3071 0.7575
H 0.3903 2.1622 -0.4580
H 2.6265 1.6153 -1.0953
H 0.9396 -0.5085 1.8145
H 2.3035 -0.9531 0.6583
H 0.8028 -1.6886 0.4348
```



# 3
Below is 2 unconnected molecules or ions with the total composition C4H12N2O3 at a distorted geometry, with properties calculated with ωB97M-V/def2-TZVPD.

**Energy**: -494.76683 a.u.
**SMILES**: CNC(=O)O.CCON
**Kohn-Sham gap**: 0.35559 hartree
**Relative energy (zero: lowest compared OMol25 entry of this formula, charge and spin)**: 290.4 kJ/mol

XYZ file:
```
21
C4H12N2O3, DFT ωB97M-V/def2-TZVPD
C 2.0880 0.0401 0.2948
C 1.6458 -0.6208 1.5818
N 1.2015 -1.7158 -1.1712
O 1.1934 -0.3145 -0.9042
H 1.3510 -1.8075 -2.1745
H 0.2425 -2.0199 -0.9845
H 3.0520 -0.3658 -0.0259
H 2.2055 1.1205 0.3743
H 1.3711 -1.6551 1.3907
H 0.8241 -0.0696 2.0334
H 2.4762 -0.6097 2.2874
C -0.8499 1.9275 -0.4225
N -1.7444 1.0114 0.2461
C -2.1069 -0.1945 -0.2707
O -3.4678 -0.2733 -0.3690
O -1.4573 -1.2169 -0.2850
H -3.7115 -1.1743 -0.6195
H -2.4225 1.4363 0.8618
H -0.2184 1.3541 -1.0971
H -1.3523 2.6399 -1.0807
H -0.3201 2.5079 0.3347
```



# 4
Below is 3 unconnected molecules or ions with the total composition C4H12N2O4 at a distorted geometry, with properties calculated with ωB97M-V/def2-TZVPD.

**Energy**: -570.08983 a.u.
**SMILES**: NC(=O)C[C@@H](N)C=O.O.O
**Kohn-Sham gap**: 0.36298 hartree
**Relative energy (zero: lowest compared OMol25 entry of this formula, charge and spin)**: 111.9 kJ/mol

XYZ file:
```
22
C4H12N2O4, DFT ωB97M-V/def2-TZVPD
O -0.1896 -1.1443 -2.1976
C -0.3168 -0.6257 -1.1163
C 0.8625 0.1363 -0.4984
C 0.5525 1.2000 0.5508
C -0.2213 0.5833 1.7161
N 0.3907 0.5556 2.9268
O -1.3703 0.1875 1.5790
N 1.8387 -0.7818 0.0655
H -1.2382 -0.7146 -0.5261
H 1.3085 0.6055 -1.3659
H 1.4769 1.6703 0.8590
H -0.2040 1.9232 0.2288
H -0.1452 0.1630 3.6812
H 1.2742 1.0129 3.0255
H 2.5145 -1.0709 -0.6220
H 1.4839 -1.5744 0.5738
H 1.4730 -1.3873 -3.2616
H 2.9598 -1.3066 -3.5554
O 2.2616 -0.8719 -3.0549
H -2.9278 1.3525 0.5559
H -3.7846 0.0715 0.6162
O -3.8318 1.0275 0.5324
```



# 5
Below is a gas-phase ion, C4H12N2OPS (charge +1) at a distorted geometry, with properties calculated with ωB97M-V/def2-TZVPD.

**Energy**: -1083.64167 a.u.
**Charge**: +1
**SMILES**: C=N[P@](O)(=S)CCC[NH3+]
**Kohn-Sham gap**: 0.27621 hartree
**Relative energy (zero: lowest compared OMol25 entry of this formula, charge and spin)**: 159.1 kJ/mol

XYZ file:
```
21
C4H12N2OPS, DFT ωB97M-V/def2-TZVPD
C 1.7828 2.5044 -1.3765
C -0.4664 -0.4223 0.5280
C -1.9541 -0.5524 0.0702
C 0.4366 -1.0503 -0.5963
N 1.3001 1.5101 -0.7336
N -2.7698 -0.5725 1.3026
O 2.4307 0.0514 0.9282
P 1.9250 -0.0075 -0.6158
S 3.4033 -0.5219 -1.8209
H 1.1209 3.3383 -1.5366
H 2.6692 2.4787 -1.8954
H -0.2753 0.5310 0.8732
H -0.5154 -1.1341 1.4553
H -2.1012 -1.5493 -0.4024
H -2.1003 0.4293 -0.4348
H 0.7377 -2.0505 -0.2169
H -0.0289 -0.8077 -1.5722
H -2.5719 -1.3437 2.0683
H -3.8268 -0.6932 1.1186
H -2.4793 0.1739 1.8446
H 3.2832 -0.3115 1.0124
```



# 6
Below is a single C4H12N2OS molecule at a distorted geometry, with properties calculated with ωB97M-V/def2-TZVPD.

**Energy**: -742.45901 a.u.
**SMILES**: NC[C@@H](CS)NCO
**Kohn-Sham gap**: 0.34867 hartree
**Relative energy (zero: lowest compared OMol25 entry of this formula, charge and spin)**: 267.9 kJ/mol

XYZ file:
```
20
C4H12N2OS, DFT ωB97M-V/def2-TZVPD
C -1.6831 -0.6990 -0.4749
N -2.2990 -1.5673 0.5427
C -0.2636 0.1010 -0.1341
C 0.7775 -0.1896 -1.3073
S 1.6446 -1.7393 -1.0912
N -0.4096 1.5088 0.0034
C 0.3892 2.3395 0.9454
O 0.0535 1.9494 2.2847
H -1.3960 -1.2405 -1.4543
H -2.3440 0.0776 -0.8560
H -1.7715 -1.4318 1.4718
H -2.0550 -2.6075 0.3186
H 0.1090 -0.3124 0.7664
H 0.3175 -0.1916 -2.2736
H 1.5328 0.5648 -1.3321
H 2.6052 -1.6211 -0.1520
H -1.3832 1.7867 0.0560
H 0.2376 3.5536 0.9048
H 1.5491 2.2327 1.0003
H -0.5015 2.5210 2.7341
```



# 7
Below is a gas-phase ion, C4H12N2P (charge +1) at a distorted geometry, with properties calculated with ωB97M-V/def2-TZVPD.

**Energy**: -609.97542 a.u.
**Charge**: +1
**Multiplicity**: 3
**Kohn-Sham gap (spin up / spin down)**: 0.19394 / 0.21561 hartree
**Relative energy (zero: lowest compared OMol25 entry of this formula, charge and spin)**: 159.1 kJ/mol

XYZ file:
```
19
C4H12N2P, DFT ωB97M-V/def2-TZVPD
C 1.4022 -0.3546 -0.1532
C -0.5999 -1.0801 0.9657
C 0.6254 0.9852 -0.0551
C -2.0240 0.4379 -0.8880
N 1.4515 1.9614 0.6558
N 0.3396 -1.4788 -0.0564
P -1.1192 0.7589 0.6840
H 2.0002 -0.5508 -0.9622
H 1.9681 -0.4377 0.8505
H -1.5538 -1.7700 0.7982
H -0.2098 -1.3001 2.0210
H 0.2738 1.5095 -0.9655
H -1.4045 -0.0153 -1.7799
H -2.5445 1.2700 -1.3141
H -2.8183 -0.2595 -0.6039
H 1.7613 1.6428 1.5939
H 2.1698 2.4684 0.0365
H -0.4082 -1.3582 -0.8134
H 0.6902 -2.4291 -0.0139
```



# 8
Below is 2 unconnected molecules or ions with the total composition C4H12N2S at a distorted geometry, with properties calculated with ωB97M-V/def2-TZVPD.

**Energy**: -667.12946 a.u.
**Kohn-Sham gap**: 0.33676 hartree
**Relative energy (zero: lowest compared OMol25 entry of this formula, charge and spin)**: 434.3 kJ/mol

XYZ file:
```
19
C4H12N2S, DFT ωB97M-V/def2-TZVPD
C -1.8832 -2.0166 -0.6310
C -1.1914 0.2509 0.2470
C 1.8878 0.6391 -0.5350
C -1.4957 -1.2112 0.6356
N 3.8871 2.0382 0.0716
N 3.0463 1.0301 -0.5836
S -2.8157 -1.2437 1.7865
H -2.0692 -3.0638 -0.5093
H -2.8990 -1.7358 -0.9448
H -1.3091 -1.7356 -1.4624
H -0.3709 0.4544 -0.2848
H -1.2310 0.8800 1.2175
H -2.1150 0.6728 -0.2246
H 1.1711 1.1835 0.2394
H -0.5963 -1.6387 1.2439
H 3.3311 2.8425 0.4128
H 4.4407 2.4929 -0.6887
H 3.7259 0.5729 -1.1544
H -3.5137 -0.4120 1.1644
```



> Which formula does entry 7 have?

C4H12N2P



> The lowest relative energy (zero: lowest compared OMol25 entry of this formula, charge and spin) belongs to which entry?

C4H12N2O4



> Among the records above, which one has the lowest energy?

C4H12N2OPS